(1)
# C3H6N2O

An isolated molecule of C3H6N2O (ωB97M-V/def2-TZVPD, OMol25).

Geometry as XYZ:
```
12
Properties=species:S:1:pos:R:3:lowdin_charge:R:1
H -0.471 -1.398 -1.418 0.05
N -1.227 -0.922 -0.920 0.15
C -0.757 0.071 -0.268 -0.45
C -1.741 0.956 0.453 -0.18
O -1.408 2.000 0.965 0.06
N 0.549 0.447 -0.104 -0.02
C 1.584 -0.559 0.052 -0.09
H -2.774 0.567 0.495 0.12
H 0.650 1.299 0.427 0.12
H 1.215 -1.413 0.637 0.09
H 2.423 -0.111 0.587 0.08
H 1.958 -0.936 -0.906 0.08
```

## Properties
SMILES string: [H]/N=C(/C=O)NC
Electronic energy, hartree: -302.642741
HOMO-LUMO gap, eV: 9.72
HOMO energy, Eh: -0.3496
E_LUMO, eV: 0.21

---

(2)
# C3H6N2O

An isolated molecule of C3H6N2O (ωB97M-V/def2-TZVPD, OMol25).

Geometry as XYZ:
```
12
Properties=species:S:1:pos:R:3:lowdin_charge:R:1
N -0.380 -2.329 -1.194 0.15
C -0.521 -1.328 -0.630 -0.18
C -0.677 -0.039 0.096 -0.39
N -0.378 -0.110 1.512 0.05
C 0.266 0.996 -0.530 -0.23
O 1.617 0.659 -0.302 -0.06
H -1.715 0.287 -0.048 0.15
H -0.826 -0.903 1.957 0.08
H 0.629 -0.202 1.626 0.08
H 0.047 1.115 -1.597 0.13
H 0.090 1.946 -0.020 0.13
H 1.848 -0.092 -0.870 0.10
```

## Properties
SMILES string: N#C[C@@H](N)CO
Electronic energy, hartree: -302.644818
HOMO-LUMO gap, eV: 11.11
HOMO energy, Eh: -0.3801
E_LUMO, eV: 0.76

---

(3)
# C3H6N2O

An isolated molecule of C3H6N2O (ωB97M-V/def2-TZVPD, OMol25).

Geometry as XYZ:
```
12
Properties=species:S:1:pos:R:3:lowdin_charge:R:1
O 1.516 0.300 1.084 -0.10
N 0.514 -0.377 0.488 -0.21
C 0.501 -0.317 -1.079 -0.11
N -0.636 0.049 -1.617 0.09
C -1.414 -0.126 -0.253 -0.26
C -0.586 0.440 0.793 -0.28
H 2.066 -0.406 1.739 0.21
H 1.525 -0.361 -1.665 0.15
H -2.540 0.220 -0.253 0.12
H -1.718 -1.282 0.037 0.15
H -1.061 0.291 1.829 0.16
H -0.555 1.451 0.780 0.09
```

## Properties
SMILES string: ON1C=NCC1
Electronic energy, hartree: -302.483363
HOMO-LUMO gap, eV: 10.14
HOMO energy, Eh: -0.3466
E_LUMO, eV: 0.71

---

(4)
# C3H6N2O

A structure of composition C3H6N2O (ωB97M-V/def2-TZVPD, OMol25).

Geometry as XYZ:
```
12
Properties=species:S:1:pos:R:3:lowdin_charge:R:1
C 0.159 -0.405 -1.519 0.03
C 1.154 -0.339 -0.611 -0.11
C -0.792 0.154 -0.421 -0.55
N 0.418 0.501 0.345 0.07
N 0.043 -0.660 2.119 0.06
O -1.493 1.175 -0.790 0.03
H 0.136 -0.634 -2.590 0.10
H 2.231 -0.544 -0.573 0.10
H -1.449 -0.489 0.254 0.16
H -0.463 0.005 2.733 0.00
H 1.055 -0.677 2.244 -0.02
H -0.999 1.914 -1.191 0.13
```

## Properties
Electronic energy, hartree: -302.461767
HOMO-LUMO gap (alpha / beta), eV: 9.26 / 8.89
HOMO energy (alpha / beta), Eh: -0.3411 / -0.3200
E_LUMO (alpha / beta), eV: -0.02 / 0.18

---

(5)
# C3H6N2O

An isolated molecule of C3H6N2O (ωB97M-V/def2-TZVPD, OMol25).

Geometry as XYZ:
```
12
Properties=species:S:1:pos:R:3:lowdin_charge:R:1
C 1.239 1.537 -0.045 0.07
C -0.103 1.303 0.049 -0.08
C -0.767 0.015 -0.076 -0.56
O -2.006 -0.054 0.099 0.01
N -0.091 -1.136 -0.361 -0.01
N 1.371 -1.245 0.132 -0.01
H 1.456 2.627 0.081 0.08
H 2.011 0.864 -0.132 0.01
H -0.793 2.062 0.094 0.07
H -0.696 -1.887 0.469 0.25
H 1.181 -1.653 1.132 0.12
H 1.706 -2.046 -0.402 0.06
```

## Properties
SMILES string: C=CC(=O)NN
Electronic energy, hartree: -302.547084
HOMO-LUMO gap, eV: 10.27
HOMO energy, Eh: -0.3660
E_LUMO, eV: 0.31

---

(6)
# C3H6N2O

A structure of composition C3H6N2O (ωB97M-V/def2-TZVPD, OMol25).

Geometry as XYZ:
```
12
Properties=species:S:1:pos:R:3:lowdin_charge:R:1
O 0.078 1.321 -2.237 0.06
C 0.079 0.708 -1.195 -0.56
N 0.311 -0.644 -1.002 0.07
C 0.506 -0.932 0.421 -0.18
C -0.355 0.175 1.018 -0.20
N -0.150 1.232 0.086 0.07
H 0.819 -1.137 -1.722 0.14
H 1.582 -0.925 0.667 0.12
H 0.068 -1.878 0.721 0.11
H -1.632 -0.334 1.087 0.17
H -0.826 0.241 1.966 0.06
H -0.479 2.175 0.189 0.14
```

## Properties
Electronic energy, hartree: -302.614114
HOMO-LUMO gap, eV: 9.86
HOMO energy, Eh: -0.3315
E_LUMO, eV: 0.84